1.
59
Properties=species:S:1:pos:R:3:forces:R:3 method="wB97M-V/def2-TZVPD" e_homo_ev=0.36 e_tot_ev=-240696.16952 spin_multiplicity=1 max_force_ev_per_a=0.6 relative_energy_kcal_mol=45.3 mol_weight_g_mol=717.8 lumo_energy_ev=4.155 total_charge=-2
Zn -0.186 -0.540 -0.862 0.2041 -0.0077 -0.5778
N 1.601 3.928 4.551 -0.0123 -0.0315 -0.0181
C 1.323 2.650 4.031 0.0277 -0.0132 0.0308
C 0.671 2.514 2.809 -0.0464 0.0516 -0.0372
C 0.377 1.263 2.300 0.0088 -0.1309 -0.0490
C 0.751 0.129 3.013 0.1274 -0.0017 0.1703
C 1.388 0.253 4.241 -0.0073 0.0172 -0.1459
C 1.659 1.508 4.755 0.0015 -0.0163 0.0551
S 0.602 -1.487 2.341 -0.1896 0.2376 0.3185
O 1.023 -2.448 3.332 -0.1010 -0.0695 0.0620
O 1.625 -1.596 1.200 0.1315 -0.0047 -0.2778
N -0.841 -1.518 1.820 0.1970 -0.2455 0.0011
C -1.229 -2.581 1.024 -0.1326 -0.0053 0.2081
N -1.725 -3.689 1.590 -0.0729 -0.0199 -0.0158
C -2.178 -4.621 0.762 0.0204 0.0078 0.0095
C -2.167 -4.496 -0.618 -0.0299 -0.0297 0.0317
C -1.617 -3.329 -1.114 -0.0025 0.0513 -0.0447
N -1.149 -2.395 -0.299 0.0005 -0.1412 -0.0084
H 1.661 4.632 3.829 0.0184 -0.0101 -0.0035
H 2.433 3.944 5.122 -0.0009 -0.0017 -0.0142
H 0.410 3.399 2.240 -0.0021 -0.0135 -0.0194
H -0.091 1.151 1.334 -0.0057 0.0661 0.0418
H 1.678 -0.646 4.768 0.0101 0.0074 0.0301
H 2.154 1.608 5.715 0.0011 0.0004 -0.0086
H -2.571 -5.518 1.234 -0.0135 -0.0008 -0.0188
H -2.562 -5.265 -1.266 0.0080 0.0003 -0.0089
H -1.537 -3.109 -2.174 0.0077 -0.0155 0.0078
Br -2.000 -1.446 -7.285 -0.0105 -0.0059 -0.0401
C -1.434 -1.178 -5.470 0.0086 0.0051 0.0323
C -0.182 -1.752 -5.080 0.0294 0.0136 -0.0129
C 0.200 -1.477 -3.782 0.0129 -0.0055 0.0130
N -0.508 -0.795 -2.891 -0.0594 -0.0144 0.1187
C -1.784 -0.282 -3.256 0.0350 -0.0136 -0.1095
C -2.211 -0.466 -4.640 0.0016 -0.0018 0.0609
C -2.489 0.376 -2.294 -0.0071 0.0398 0.1134
C -3.775 1.030 -2.505 0.0517 -0.0535 -0.0629
C -4.408 1.583 -1.462 0.0168 0.0088 0.0952
Br -6.101 2.445 -1.737 -0.0146 0.0111 -0.0012
C -3.874 1.577 -0.133 -0.0605 0.0283 -0.0096
C -2.626 1.016 -0.009 0.0840 -0.1097 -0.1267
N -1.909 0.470 -0.994 -0.3006 0.2719 0.0529
H 0.448 -2.290 -5.769 0.0076 -0.0056 0.0142
H 1.161 -1.834 -3.418 0.0034 -0.0157 -0.0246
H -3.146 -0.049 -4.984 -0.0038 -0.0064 0.0054
H -4.207 1.066 -3.495 -0.0008 0.0022 0.0021
H -4.401 1.999 0.707 -0.0039 -0.0039 0.0000
H -2.157 0.984 0.970 -0.0553 0.0295 0.0140
C 1.518 -0.565 0.083 0.1279 0.0983 0.1338
C 2.596 0.304 0.148 -0.0200 0.0646 -0.0334
C 3.650 0.285 1.128 0.0122 0.0202 -0.0146
C 4.662 1.227 1.125 -0.0456 -0.0314 0.0079
C 4.735 2.247 0.179 0.0196 0.0553 -0.0276
C 3.724 2.284 -0.798 0.0384 -0.0103 0.0381
C 2.706 1.366 -0.825 -0.0153 -0.0468 0.0413
H 3.644 -0.486 1.888 0.0212 -0.0058 0.0003
H 5.428 1.164 1.895 -0.0044 -0.0159 0.0128
H 5.537 2.975 0.191 -0.0031 0.0024 -0.0061
H 3.746 3.059 -1.561 -0.0096 0.0003 -0.0058
H 1.950 1.422 -1.603 -0.0033 0.0139 -0.0003


2.
86
Properties=species:S:1:pos:R:3:forces:R:3 method="wB97M-V/def2-TZVPD" e_homo_ev=-3.86 e_tot_ev=-106786.38519 spin_multiplicity=1 max_force_ev_per_a=1.3 relative_energy_kcal_mol=36.8 mol_weight_g_mol=1064.4 lumo_energy_ev=2.233 total_charge=-1
Pb -1.631 1.391 1.363 -0.0217 0.4271 -0.0796
O -5.197 2.725 0.213 -0.0452 -0.0701 0.0296
C -5.714 1.976 1.308 0.0769 -0.0044 -0.1325
C -5.518 0.488 1.138 0.0824 -0.1210 0.0387
C -6.437 -0.282 0.434 -0.0128 0.0199 -0.0269
C -6.226 -1.646 0.321 -0.0444 -0.0101 -0.0402
C -5.096 -2.200 0.900 0.0525 -0.0120 -0.0257
C -4.221 -1.356 1.568 -0.0409 0.1229 0.0128
N -4.425 -0.043 1.693 -0.2740 -0.1479 0.1027
H -4.239 2.789 0.307 0.0129 -0.0005 0.0234
H -6.779 2.201 1.343 -0.0373 0.0285 0.0257
H -5.254 2.282 2.249 0.0199 0.0284 0.0395
H -7.303 0.191 -0.015 0.0164 -0.0250 0.0374
H -6.938 -2.271 -0.206 0.0419 0.0228 -0.0123
H -4.884 -3.259 0.830 0.0012 0.0409 0.0138
H -3.317 -1.746 2.026 -0.0091 0.0217 -0.0355
Te 2.541 -1.743 1.476 -0.1519 0.0820 -0.7000
C 3.625 -2.634 -0.129 0.0173 -0.0185 0.0664
C 3.251 -3.868 -0.649 0.0454 -0.0175 0.0168
C 3.905 -4.348 -1.776 0.1180 0.0889 -0.0482
N 4.885 -3.693 -2.404 -0.0791 0.0664 0.1241
C 5.234 -2.507 -1.896 -0.0557 -0.1445 -0.0248
C 4.642 -1.941 -0.775 0.0290 -0.0513 -0.0014
C 1.131 -0.948 0.116 -0.2363 0.3291 1.2349
P 0.932 0.866 0.177 0.4521 -0.7466 -0.6862
C 0.856 1.329 -1.605 -0.0419 0.2211 0.0786
C 0.078 2.421 -1.990 0.0385 -0.0031 -0.0119
C -0.010 2.788 -3.329 0.0176 -0.0173 0.0791
C 0.680 2.064 -4.290 0.0559 -0.0357 0.0122
C 1.469 0.982 -3.911 0.0070 0.0792 0.0482
C 1.554 0.615 -2.576 0.0171 0.0360 -0.0458
C 2.506 1.640 0.695 -0.1815 0.0847 0.2422
C 2.690 1.826 2.065 -0.0480 0.0442 -0.0037
C 3.864 2.370 2.560 0.0129 -0.0236 0.0025
C 4.878 2.738 1.684 -0.0192 -0.0166 -0.0426
C 4.694 2.585 0.317 -0.0552 -0.0534 0.0114
C 3.509 2.049 -0.179 0.0818 -0.0410 0.0263
P -0.600 -1.566 0.296 0.5127 -0.2651 -0.5317
C -0.532 -3.380 0.628 -0.1003 0.0548 0.1408
C -0.397 -3.755 1.970 -0.0210 -0.0513 -0.0336
C -0.418 -5.086 2.357 -0.0182 0.0411 -0.0534
C -0.593 -6.083 1.404 0.0271 0.0168 0.0015
C -0.758 -5.730 0.074 -0.0021 0.0725 -0.0076
C -0.735 -4.391 -0.311 0.0899 -0.0205 0.0377
C -1.091 -1.543 -1.490 -0.1042 -0.0653 0.0610
C -0.227 -1.977 -2.498 -0.1173 0.0097 -0.0386
C -0.595 -1.882 -3.831 -0.0541 -0.0224 0.0758
C -1.824 -1.327 -4.179 0.0697 -0.0509 0.0199
C -2.689 -0.888 -3.189 0.0038 -0.0080 0.0646
C -2.324 -1.003 -1.849 -0.0044 -0.0651 -0.0170
H 2.455 -4.445 -0.190 0.0280 0.0230 -0.0380
H 3.632 -5.311 -2.197 -0.0128 0.0180 0.0027
H 6.032 -1.985 -2.416 -0.0169 0.0074 0.0031
H 4.962 -0.969 -0.416 -0.0128 -0.0348 -0.0304
H -0.449 2.997 -1.233 0.0204 -0.0018 -0.0496
H -0.613 3.641 -3.618 -0.0112 -0.0326 0.0169
H 0.607 2.341 -5.336 0.0034 -0.0039 0.0299
H 2.018 0.422 -4.660 -0.0201 -0.0078 0.0033
H 2.154 -0.236 -2.268 -0.0777 0.0096 -0.0048
H 1.898 1.549 2.753 0.0189 -0.0007 0.0044
H 3.987 2.506 3.627 -0.0335 0.0063 -0.0290
H 5.805 3.149 2.067 -0.0392 0.0158 -0.0162
H 5.475 2.883 -0.372 -0.0145 0.0131 -0.0017
H 3.378 1.951 -1.247 -0.0235 -0.0322 -0.0292
H -0.281 -2.983 2.722 0.0207 -0.0043 0.0149
H -0.307 -5.347 3.403 0.0206 0.0167 -0.0059
H -0.605 -7.126 1.699 -0.0184 0.0281 -0.0022
H -0.911 -6.499 -0.674 0.0065 0.0213 -0.0072
H -0.874 -4.142 -1.353 -0.0039 0.0240 -0.0339
H 0.746 -2.371 -2.218 -0.0137 0.0535 -0.0051
H 0.085 -2.225 -4.603 -0.0152 0.0194 0.0088
H -2.100 -1.233 -5.223 0.0077 0.0055 0.0221
H -3.643 -0.448 -3.456 0.0344 -0.0089 0.0285
H -3.006 -0.668 -1.072 0.0325 0.0282 -0.0295
Cl -0.795 5.556 0.538 0.0491 -0.0047 0.0398
C 0.066 5.234 2.027 0.0599 -0.0756 0.0624
C 1.005 6.150 2.454 -0.0647 -0.0562 -0.0045
C 1.723 5.933 3.625 0.0040 0.0062 -0.0029
C 1.473 4.776 4.352 -0.0787 -0.0626 -0.0026
C 0.533 3.864 3.916 -0.0519 0.0699 -0.0891
Cl 0.275 2.421 4.873 0.0265 0.0417 -0.0394
C -0.231 4.013 2.712 0.1647 -0.2399 -0.1147
N -1.111 3.128 2.268 -0.0293 0.3594 0.2747
H 1.182 7.035 1.856 -0.0294 -0.0019 -0.0017
H 2.463 6.647 3.962 -0.0254 -0.0270 -0.0228
H 2.015 4.571 5.267 -0.0283 -0.0025 -0.0200


3.
87
Properties=species:S:1:pos:R:3:forces:R:3 method="wB97M-V/def2-TZVPD" e_homo_ev="-3.28 / -6.42" e_tot_ev=-191635.14396 spin_multiplicity=3 max_force_ev_per_a=6.5 relative_energy_kcal_mol=0.0 mol_weight_g_mol=1116.3 lumo_energy_ev="1.347 / -0.781" total_charge=-1
Cu 0.189 -0.160 0.170 1.2157 -0.2912 -1.3094
C -0.799 1.638 -3.616 1.1008 -0.4489 1.1805
F -0.965 2.717 -4.355 0.3996 -0.2023 0.0675
F -1.797 0.796 -3.872 0.4586 0.0907 0.0560
F 0.404 1.031 -3.831 -1.9503 1.0086 0.0307
S -0.935 2.138 -1.698 -2.1376 -0.9727 1.9805
O -1.228 3.558 -1.577 1.1043 -1.2709 -0.7509
O -1.958 1.326 -1.028 1.2798 -0.0294 -1.6215
N 0.551 1.521 -1.004 -3.6398 0.3691 -1.7207
S 1.471 2.771 -1.127 4.3561 3.6435 1.0532
O 1.470 3.456 -2.438 -0.3927 -1.5124 1.9423
O 1.391 3.649 0.071 0.3577 -1.7782 -2.1659
C 3.217 1.823 -1.128 -0.2330 2.5377 -1.4546
F 3.180 0.715 -0.479 -0.0551 -0.7670 0.2600
F 3.559 1.635 -2.426 -0.5137 -0.3790 0.7709
F 4.188 2.615 -0.629 -0.5515 -0.1083 0.2210
C 2.166 -3.632 1.212 -0.0622 2.6879 -1.0071
F 1.841 -3.757 -0.091 0.4874 -0.1701 1.3511
F 2.220 -4.800 1.782 0.4297 -0.4031 0.1801
F 3.342 -2.933 1.304 -1.1903 -1.6249 -0.2014
S 0.768 -2.605 2.083 -1.3879 -1.8446 -2.1379
O -0.400 -2.837 1.228 1.6570 0.9247 0.8140
O 0.645 -3.199 3.393 0.3479 1.3885 -0.4048
N 1.284 -0.911 1.799 -2.2729 -3.7128 -2.2531
S 2.097 -0.598 3.038 3.2930 1.8264 5.2683
O 1.302 -0.008 4.087 -0.0788 0.7868 -0.4969
O 2.892 -1.703 3.546 0.1322 0.6745 -1.0800
C 3.402 0.801 2.540 -0.6227 -1.1313 -0.6455
F 4.440 0.327 1.797 -0.6097 0.0191 1.2279
F 2.805 1.705 1.772 -0.2312 0.3884 0.6922
F 3.847 1.358 3.673 -0.1030 -0.3659 -0.7906
C -3.669 -1.775 -5.401 0.6442 0.2561 0.1818
C -4.010 -1.292 -4.157 -0.5106 0.2304 1.0296
C -3.314 -1.603 -2.977 1.2163 -0.1586 -1.4212
C -2.146 -2.380 -3.163 -1.0791 0.1655 0.1089
C -1.880 -3.000 -4.381 0.9836 0.8334 -0.7608
C -2.543 -2.573 -5.538 -1.4144 -0.9966 0.6911
N -1.215 -2.540 -2.030 1.8725 -3.6500 1.3364
O -0.591 -3.621 -1.854 -1.6927 1.8227 -1.6090
O -1.092 -1.662 -1.220 -0.9456 1.6811 -0.2483
H -4.265 -1.502 -6.259 0.0328 0.0654 -0.0886
H -4.846 -0.609 -4.123 -0.2228 -0.0587 0.3305
H -3.591 -1.198 -2.015 0.1658 0.1102 0.0278
H -1.044 -3.671 -4.510 0.1507 0.0153 0.4048
H -2.437 -3.026 -6.512 0.7771 -0.1222 0.0471
C -3.485 6.253 1.950 -0.2533 0.7619 -0.1772
C -3.847 5.019 1.401 0.4008 0.3634 0.2598
C -2.960 3.977 1.458 1.9445 -1.2342 1.2066
C -1.682 4.136 2.092 -0.6956 2.7414 -0.0032
C -1.325 5.439 2.554 -0.2985 -0.8249 -0.3974
C -2.235 6.526 2.469 0.5370 -2.2059 -0.0762
N -0.698 3.037 2.253 -0.8065 -2.2158 -0.5411
O 0.190 3.041 3.070 -0.2456 1.3298 -0.0549
O -0.936 2.025 1.572 -0.0363 1.2118 0.2157
H -4.147 7.105 2.001 -0.5407 -0.1623 -0.3945
H -4.789 4.812 0.914 -0.1962 0.3534 0.1815
H -3.262 2.983 1.165 0.1674 -0.0257 -0.3983
H -0.333 5.566 2.961 0.0668 0.0277 0.0784
H -2.011 7.521 2.826 0.2341 -0.1141 0.0648
C 6.513 -1.690 -2.598 -0.5205 0.7434 0.3531
C 5.687 -1.727 -3.749 -0.6694 -0.6619 1.2798
C 4.303 -1.737 -3.603 0.7763 0.1066 -0.6050
C 3.719 -1.625 -2.344 -3.4997 0.0473 -1.6413
C 4.489 -1.569 -1.237 1.8798 -0.0140 1.5463
C 5.910 -1.540 -1.328 -1.6970 -0.1194 -1.2974
N 2.202 -1.492 -2.309 5.4011 -0.2444 -1.1691
O 1.680 -1.235 -1.201 -2.0275 0.5970 4.6644
O 1.556 -1.685 -3.336 -1.5565 -0.3872 -2.1220
H 7.588 -1.682 -2.701 0.1087 0.0303 0.0149
H 6.013 -1.845 -4.772 0.6598 0.0779 0.1219
H 3.737 -1.830 -4.518 -0.4621 0.1370 0.2775
H 4.047 -1.574 -0.252 -0.0690 0.3414 -0.1783
H 6.373 -1.295 -0.383 0.7462 -0.4383 -0.1816
C -3.123 -2.230 5.733 0.6701 0.3168 0.6891
C -2.245 -1.176 5.490 0.2770 -0.2520 -1.0479
C -2.041 -0.712 4.183 -1.2748 -0.5519 0.0544
C -2.789 -1.335 3.139 0.5975 1.0725 1.8215
C -3.686 -2.344 3.429 0.0492 -1.2119 -0.3789
C -3.833 -2.824 4.723 0.3506 0.3415 -0.0291
N -2.649 -0.875 1.763 0.5970 -0.4845 -0.4273
O -3.592 -0.942 1.032 -1.4581 -0.1791 -0.4430
O -1.558 -0.517 1.378 0.6994 0.6374 0.8451
H -3.199 -2.659 6.721 0.0260 0.1417 0.2061
H -1.585 -0.780 6.248 -0.2675 0.1073 0.2411
H -1.418 0.167 4.099 0.3185 -0.2080 -0.7346
H -4.132 -2.959 2.661 -0.1764 0.5007 -0.4267
H -4.391 -3.708 4.992 -0.3222 0.0204 -0.4833